Formula: C30H38Br2N6O2RuSi
Source: the OMol25 dataset
Level of theory: ωB97M-V/def2-TZVPD

Last column: Mulliken charge in e.
Cartesian coordinates (Å):
Ru -0.12347 -0.14475 -0.07141  0.483
C -3.21515 0.13445 1.57427  -0.911
C -2.05960 0.64711 2.38236  0.640
C -2.27739 1.14199 3.68791  -1.041
C -1.24551 1.61762 4.42936  -0.950
C 0.06307 1.61455 3.89931  1.228
C 1.21418 2.06940 4.58413  -0.245
Br 1.06907 2.76852 6.33714  -0.209
C 2.43798 2.00878 3.99647  -0.267
C 2.57340 1.50718 2.68667  -0.509
Br 4.27575 1.42314 1.88350  -0.178
C 1.49462 1.05800 1.96411  -0.614
O 1.58288 0.59712 0.74632  0.031
C 0.21541 1.10879 2.59325  0.143
N -0.85048 0.63020 1.85521  0.191
H -4.15116 0.27792 2.11048  0.468
H -3.08629 -0.92865 1.37112  0.135
H -3.27012 0.65595 0.61979  0.173
H -3.28210 1.14647 4.08820  0.454
H -1.42263 1.99721 5.42733  0.359
H 3.31187 2.34382 4.53761  0.447
C 1.82925 2.29604 -1.75757  -1.359
Si 0.26293 1.30772 -1.89823  1.420
C -1.18890 2.47778 -1.90896  -1.212
C 0.32381 0.31595 -3.49722  0.810
C 0.22709 -1.07788 -3.56793  0.131
C 0.28858 -1.74499 -4.78638  -1.030
C 0.44687 -1.02895 -5.96546  -0.611
C 0.54767 0.35364 -5.91984  -0.768
C 0.48713 1.01415 -4.69971  -0.607
H 1.87834 2.99942 -2.59557  0.491
H 2.72325 1.67473 -1.78884  0.183
H 1.85145 2.86868 -0.82891  0.410
H -1.05764 3.17675 -2.74139  0.395
H -1.23906 3.06321 -0.98753  0.360
H -2.14156 1.96188 -2.04368  0.182
H 0.10602 -1.65480 -2.66054  0.126
H 0.21071 -2.82569 -4.81579  0.473
H 0.49067 -1.54623 -6.91554  0.403
H 0.67579 0.91776 -6.83502  0.404
H 0.57106 2.09711 -4.69007  0.319
C 4.65340 -2.19063 -1.92682  -0.823
C 3.88405 -0.89738 -2.08858  -0.561
N 2.72412 -0.92346 -1.21664  0.841
C 2.01214 -2.02559 -0.94801  -0.407
N 0.86144 -1.89685 -0.28165  0.376
C 0.06139 -3.07886 0.00600  -0.661
C 0.94327 -4.29115 0.20496  -0.839
C 1.79739 -4.46734 -1.03261  -0.622
N 2.49616 -3.22319 -1.34721  0.211
C 3.70254 -3.34422 -2.16979  -0.645
H 5.05092 -2.24997 -0.91152  0.315
H 5.48457 -2.24130 -2.62897  0.414
H 3.56402 -0.77122 -3.12815  0.212
H 4.49498 -0.03844 -1.81791  0.460
H 2.51020 -0.12195 -0.63122  -0.145
H -0.63200 -3.27059 -0.82310  0.180
H -0.53689 -2.88189 0.89737  0.161
H 0.33825 -5.18154 0.37392  0.417
H 1.58625 -4.13798 1.07462  0.336
H 1.19001 -4.79359 -1.88362  0.230
H 2.55617 -5.23023 -0.85910  0.457
H 3.42481 -3.39458 -3.22750  0.278
H 4.18195 -4.28800 -1.91120  0.390
N -1.75144 -0.88600 -0.95660  -0.452
C -2.69822 -1.28357 -1.48498  0.223
N -3.75130 -1.75988 -2.10297  0.047
C -4.32656 -1.05508 -3.26287  -0.423
C -5.60061 -0.36081 -2.82091  -0.538
O -6.49529 -1.29439 -2.24147  -0.394
C -5.95534 -1.90605 -1.08568  -0.435
C -4.68662 -2.67048 -1.42300  -0.573
H -4.55558 -1.80221 -4.02395  0.296
H -3.59433 -0.35384 -3.65988  0.327
H -6.11254 0.08218 -3.67284  0.399
H -5.36083 0.43069 -2.09782  0.268
H -6.71723 -2.58177 -0.70147  0.389
H -5.73459 -1.14566 -0.32354  0.230
H -4.91206 -3.49012 -2.10657  0.326
H -4.21538 -3.07170 -0.52712  0.390

Gap between HOMO and LUMO (alpha / beta) in eV: 6.8 / 6.8
Net charge: +1
Max |F| in eV/A: 1.17
Energy relative to the best compared isomer or geometry (same formula, charge and spin) in kcal per mole: 13.8
⟨S²⟩: 0.756
Molar mass in g mol⁻¹: 803.6
Energy in hartree: -7177.2810
2S+1: 2
E_LUMO (alpha / beta) in eV: -3.1 / -3.0


Formula: C30H39BiGe2N5S2
Source: the OMol25 dataset
Level of theory: ωB97M-V/def2-TZVPD

Last column: Mulliken charge in e.
Cartesian coordinates (Å):
Bi -0.30064 0.59839 -1.38764  0.861
C 4.89944 -1.22942 -1.75334  -1.204
C 3.42528 -1.09461 -2.18288  -0.052
Ge 2.77914 0.58193 -1.46114  -0.368
C 3.35851 2.18495 -2.38535  -0.053
C 4.79563 2.52441 -1.93916  -1.172
C 2.65414 0.74025 0.45012  -1.347
C 1.80572 0.73524 1.49858  2.100
Ge -0.17725 0.64662 1.31045  0.618
C -1.11130 -0.97311 1.91302  0.238
C -1.17217 -1.25499 3.41726  -1.261
C -1.11990 2.32409 1.73877  0.088
C -1.24636 2.70855 3.21695  -1.283
C 2.31724 0.84757 2.88666  0.782
C 1.42340 0.85848 3.95869  -0.021
C 1.85603 0.96019 5.27076  -1.486
C 3.21203 1.05211 5.53617  -0.533
C 4.12331 1.04306 4.48486  -0.890
C 3.68369 0.94376 3.17952  -0.593
H 5.28399 -2.17314 -2.14014  0.397
H 5.01560 -1.24913 -0.66893  0.360
H 5.53016 -0.43879 -2.15734  0.280
H 2.81080 -1.90094 -1.79377  0.117
H 3.32133 -1.05863 -3.26711  0.505
H 2.68438 3.00773 -2.15315  0.046
H 3.30418 1.99405 -3.45702  0.466
H 4.87914 2.65527 -0.85966  0.343
H 5.08978 3.46406 -2.40578  0.399
H 5.51258 1.76898 -2.25516  0.291
H 3.72252 0.84929 0.68599  -0.148
H -0.64830 -1.80561 1.38319  0.003
H -2.12177 -0.85639 1.50673  0.301
H -0.18383 -1.41780 3.84172  0.335
H -1.75566 -2.16051 3.58515  0.444
H -1.65691 -0.45162 3.97301  0.272
H -2.11623 2.18750 1.30196  0.210
H -0.62741 3.12556 1.18530  0.206
H -1.72300 1.92488 3.80659  0.252
H -1.86174 3.60377 3.30789  0.447
H -0.27736 2.92930 3.65949  0.361
H 0.36241 0.78517 3.77209  0.414
H 1.13967 0.96794 6.08217  0.440
H 3.56213 1.13094 6.55688  0.449
H 5.18309 1.11548 4.69003  0.437
H 4.42739 0.94192 2.39283  0.383
N -4.32296 2.05659 -1.76741  -0.049
C -4.74126 0.72772 -1.71263  0.652
C -6.00831 0.15792 -1.72421  -1.157
C -6.06154 -1.21591 -1.62918  -0.597
C -4.89451 -1.99328 -1.52181  -0.879
C -3.63943 -1.42140 -1.51168  -0.055
C -3.58087 -0.03362 -1.61424  0.159
N -2.49753 0.85801 -1.62740  -0.093
C -2.99249 2.09045 -1.70848  0.115
C -2.12719 3.25714 -1.67297  0.025
C -2.43411 4.57608 -1.76088  -0.293
S -1.02186 5.50914 -1.61042  -0.020
C -0.09522 4.10440 -1.44050  -0.419
N -0.78638 2.99342 -1.49066  0.217
H -4.93046 2.85901 -1.84332  0.265
H -6.90725 0.75525 -1.79908  0.455
H -7.02443 -1.70869 -1.63070  0.426
H -4.98987 -3.06828 -1.44030  0.494
H -2.74156 -2.01536 -1.40923  0.259
H -3.39960 5.03680 -1.91062  0.417
H 0.97339 4.13874 -1.28448  0.384
C 0.13849 -5.14551 -0.29837  -0.725
N -0.57427 -4.80110 -1.53054  0.221
C -1.21556 -5.70730 -2.36340  -0.132
C -1.75482 -5.00928 -3.38089  -0.625
N -1.42885 -3.68420 -3.15420  0.121
C -0.70781 -3.56475 -2.03052  -0.419
S -0.02336 -2.15665 -1.31634  -0.219
H 0.07765 -6.22013 -0.15744  0.312
H -0.31963 -4.64321 0.55038  0.295
H 1.18239 -4.85217 -0.37305  0.301
H -1.22906 -6.76404 -2.15856  0.464
H -2.32702 -5.33279 -4.23299  0.452
H -1.65766 -2.91977 -3.76915  0.212

Gap between HOMO and LUMO in eV: 5.7
Net charge: +3
Max |F| in eV/A: 0.72
Energy relative to the best compared isomer or geometry (same formula, charge and spin) in kcal per mole: 2.6
Molar mass in g mol⁻¹: 888.0
Energy in hartree: -6604.2559
E_LUMO in eV: -9.9


Formula: C30H39ClInPSi2
Source: the OMol25 dataset
Level of theory: ωB97M-V/def2-TZVPD

Last column: Mulliken charge in e.
Cartesian coordinates (Å):
C 2.68321 0.48057 1.43055  -0.518
C 2.05613 1.67180 1.83027  -0.800
C 1.15174 1.38684 2.87567  -0.270
H 2.30677 2.66016 1.44594  0.633
C 1.19486 -0.00105 3.16388  -1.509
C 2.14777 -0.60118 2.24830  -0.084
H 2.58406 -1.59287 2.35106  0.749
H 3.49676 0.38676 0.72397  0.178
H 0.56378 2.12122 3.42473  0.541
H 0.71799 -0.51491 3.97649  0.453
In 0.39501 -0.67031 0.64249  0.887
Cl -1.45937 -1.64256 1.83119  -0.653
P -1.27710 1.67146 0.28540  0.977
C -2.09783 2.39487 1.74713  0.309
C -2.39495 3.76050 1.86454  -0.249
H -2.07946 4.46175 1.08915  0.442
C -3.11389 4.23500 2.96558  -0.631
H -3.34337 5.30110 3.03767  0.397
C -3.54052 3.35867 3.96881  -0.507
H -4.10319 3.73441 4.82464  0.363
C -3.24061 1.99330 3.86672  -0.674
H -3.57337 1.30231 4.64497  0.417
C -2.52077 1.51997 2.77242  -0.207
H -2.29867 0.45435 2.69832  0.080
C -0.56937 3.08672 -0.62309  0.378
C 0.30481 3.97922 0.03421  -0.262
H 0.48937 3.87945 1.10501  0.800
C 0.92991 5.00720 -0.67272  -1.025
H 1.63596 5.66884 -0.16201  0.404
C 0.66251 5.18922 -2.03764  -0.536
H 1.14800 5.99405 -2.59070  0.375
C -0.21991 4.32145 -2.69233  -0.653
H -0.43072 4.45363 -3.75714  0.406
C -0.81926 3.26854 -1.99768  -0.711
H -1.50175 2.59782 -2.51925  0.360
C -2.67816 1.13013 -0.76131  0.195
C -3.93325 1.74041 -0.70186  -0.148
H -4.11451 2.55405 0.00903  0.367
C -4.95733 1.31902 -1.55666  -0.682
H -5.92949 1.82050 -1.52027  0.396
C -4.74435 0.25417 -2.43735  -0.578
H -5.54960 -0.08300 -3.09304  0.382
C -3.49797 -0.37690 -2.48181  -0.699
H -3.33355 -1.23144 -3.14709  0.381
C -2.45321 0.08209 -1.67858  -0.182
H -1.46723 -0.38235 -1.76080  0.404
C 0.19227 -4.44205 0.67414  -0.894
Si 0.38698 -3.43579 -0.90737  -0.015
C 1.10032 -4.58928 -2.22357  -1.308
C -1.34153 -3.10218 -1.57860  -0.944
C 1.55747 -1.92646 -0.78658  0.050
Si 3.39133 -2.46479 -0.61791  0.490
C 3.93569 -2.69525 -2.41300  -1.209
C 4.85561 -1.43899 0.04012  -1.384
C 3.57294 -4.01644 0.44739  -1.122
H -0.38553 -5.34161 0.41032  0.350
H -0.37817 -3.90408 1.44194  0.320
H 1.13401 -4.77142 1.12652  0.345
H 0.38276 -5.41234 -2.33619  0.370
H 1.17316 -4.05524 -3.17898  0.298
H 2.08134 -5.01216 -1.98088  0.363
H -2.00557 -2.57387 -0.88638  0.374
H -1.32151 -2.54868 -2.52568  0.165
H -1.79529 -4.08193 -1.78194  0.416
H 1.54652 -1.39520 -1.75780  0.414
H 3.93817 -1.71471 -2.91208  0.303
H 4.95840 -3.09266 -2.43298  0.318
H 3.28327 -3.36630 -2.97726  0.325
H 4.81508 -1.20241 1.10915  0.408
H 5.75343 -2.05883 -0.11526  0.425
H 5.00675 -0.50999 -0.52058  0.374
H 3.29681 -3.82307 1.49500  0.285
H 3.00020 -4.88039 0.09242  0.380
H 4.63919 -4.28887 0.42927  0.407

Gap between HOMO and LUMO in eV: 7.3
Max |F| in eV/A: 1.57
Molar mass in g mol⁻¹: 637.1
Energy in hartree: -2737.2766
E_LUMO in eV: -0.1


Question: What is the formula in the second record?
Answer: C30H39BiGe2N5S2